Entry 1:
17
Properties=species:S:1:pos:R:3:forces:R:3:lowdin_charge:R:1 method="wB97M-V/def2-TZVPD" e_above_lowest_kj_mol=508.19 total_charge=+1 orbital_gap_ev="9.761 / 9.758" molar_mass_g_mol=105.13 fmax_ev_per_a=4.1 lumo_energy_ev="-6.2 / -6.2" e_tot_ev=-10098.04056
C -0.123 -0.139 -0.216 0.1002 1.2801 -0.9026 -0.17
C 0.992 0.849 -0.435 1.6004 2.0975 -1.5108 -0.08
C -2.566 0.454 -0.039 1.8732 0.6892 -1.0946 -0.06
C 2.166 -1.179 0.156 1.3648 -1.1385 0.3270 0.02
C -1.216 0.240 0.697 -1.6952 0.3346 1.4535 -0.17
O 1.085 -0.270 0.571 2.5221 0.3742 0.6673 -0.08
F 0.956 2.129 0.052 -0.0508 -3.0589 -0.6072 0.09
H -0.222 -0.934 -0.925 -0.2215 -0.3749 -0.4393 0.17
H 2.501 0.886 -1.710 -3.2136 -0.2327 2.5229 0.37
H -3.365 0.771 0.609 0.0759 0.9360 0.1061 0.09
H -2.923 -0.437 -0.419 -0.6370 -2.2728 -0.7929 0.04
H -2.340 1.037 -0.993 -0.7878 0.0237 1.5535 0.12
H 3.078 -0.538 0.199 -0.5265 -0.9197 0.8611 0.12
H 2.149 -2.191 0.712 -0.0511 2.1269 -0.4812 0.16
H 2.100 -1.357 -0.900 -0.6183 -0.3426 -0.5473 0.08
H -1.264 -0.576 1.531 -0.0016 1.5720 -1.3735 0.18
H -1.008 1.256 1.110 0.2668 -1.0939 0.2579 0.13

---

Entry 2:
11
Properties=species:S:1:pos:R:3:forces:R:3:lowdin_charge:R:1 method="wB97M-V/def2-TZVPD" e_above_lowest_kj_mol=753.88 total_charge=0 orbital_gap_ev="8.383 / 8.074" molar_mass_g_mol=83.09 fmax_ev_per_a=4.7 lumo_energy_ev="-0.1 / -0.3" e_tot_ev=-7758.71303
C -0.059 -0.894 -0.204 1.8666 -3.6794 -2.3090 0.04
C 0.582 0.179 0.478 -2.7294 0.9775 0.5593 -0.31
C 0.613 1.465 -0.268 0.4533 0.6469 -1.0751 -0.03
C -0.634 1.025 1.173 -1.7434 -1.9614 -0.1004 -0.31
N -0.473 2.204 0.303 0.2135 -0.6052 -0.5642 0.06
O -0.180 2.113 1.765 0.7593 1.4905 1.2502 0.02
H 0.443 -1.901 -0.588 -0.5267 2.2358 1.4464 0.10
H -0.803 -0.712 -0.915 -1.5817 0.7320 -0.5690 0.03
H 1.474 -0.087 0.930 1.3356 -0.4001 1.7613 0.11
H 0.777 1.520 -1.324 0.0198 0.3293 -0.4821 0.10
H -1.713 0.659 1.324 1.9329 0.2342 0.0827 0.18

---

Entry 3:
84
Properties=species:S:1:pos:R:3:forces:R:3:lowdin_spin:R:1 method="wB97M-V/def2-TZVPD" spin_multiplicity=3 e_above_lowest_kj_mol=60.05 total_charge=0 orbital_gap_ev="7.117 / 6.951" molar_mass_g_mol=971.81 fmax_ev_per_a=1.5 lumo_energy_ev="-1.4 / -1.7" e_tot_ev=-143150.50957
Mo 0.020 0.409 0.471 0.4571 -1.1865 0.5627 1.79
O 1.866 -2.388 -2.138 0.0595 0.1614 -0.2598 0.00
S 0.553 -1.826 -1.988 -0.1567 -0.2754 0.2822 0.01
O -0.357 -2.552 -1.159 -0.1067 0.1104 0.0027 0.00
N 0.668 -0.275 -1.401 0.1055 -0.4013 -0.7060 0.01
C 1.638 0.514 -2.044 0.2660 0.1127 -0.2570 0.00
C 2.292 0.223 -3.231 -0.1043 0.1153 0.4082 0.00
C 3.223 1.119 -3.774 0.0318 0.1357 -0.0735 0.00
C 3.481 2.321 -3.183 0.0730 0.0302 -0.1363 0.00
C 2.823 2.663 -1.988 -0.1846 -0.0861 0.1791 0.00
C 2.992 3.910 -1.354 -0.1155 -0.2056 0.1762 0.02
C 2.318 4.149 -0.190 0.2609 0.2211 -0.1923 0.00
C 1.501 3.158 0.353 -0.3195 -0.2202 0.1457 0.02
N 1.301 1.965 -0.197 0.9398 1.0980 -0.2420 0.00
C 1.934 1.736 -1.395 0.1476 -0.2498 -0.3187 0.01
C -0.212 -1.682 -3.596 0.1422 0.2394 0.2808 0.00
C -0.221 -2.818 -4.391 0.1329 -0.0650 0.0811 0.00
C -0.822 -2.765 -5.637 -0.0161 -0.0024 0.0120 0.00
C -1.416 -1.587 -6.072 0.0053 0.0414 -0.0079 0.00
C -1.401 -0.456 -5.269 -0.0558 -0.0603 -0.0023 0.00
C -0.796 -0.500 -4.021 -0.0111 0.0729 -0.0045 0.00
H 2.125 -0.713 -3.735 0.0244 0.0091 -0.0758 0.00
H 3.724 0.848 -4.694 0.0214 -0.0090 -0.0046 0.00
H 4.181 3.025 -3.613 0.0039 0.0013 -0.0364 0.00
H 3.642 4.651 -1.801 0.0248 0.0323 0.0229 0.00
H 2.421 5.086 0.336 -0.0733 0.0082 0.0216 0.00
H 0.975 3.369 1.270 0.0525 -0.0822 0.0243 0.00
H 0.252 -3.719 -4.024 -0.0105 -0.0538 -0.0764 0.00
H -0.824 -3.641 -6.270 -0.0244 -0.0251 0.0051 0.00
H -1.888 -1.546 -7.044 0.0024 -0.0194 -0.0150 0.00
H -1.864 0.459 -5.614 0.0159 0.0217 0.0156 0.00
H -0.756 0.385 -3.398 -0.0589 -0.0224 0.0185 0.00
C 2.777 -0.714 4.222 -0.1652 0.0073 -0.3433 0.00
Si 2.687 -0.011 2.466 0.6865 0.3966 0.1920 0.00
C 4.093 -0.505 1.289 -0.2373 -0.0809 0.3345 0.00
C 2.837 1.856 2.705 -0.1539 -0.2349 -0.3149 0.00
N 1.178 -0.578 1.653 -0.2020 0.7728 -0.2918 -0.04
C 0.837 -1.929 1.838 -0.6941 -0.5626 -0.0060 0.01
C 1.727 -2.923 2.247 0.0539 0.1365 -0.1430 -0.01
C 1.307 -4.228 2.418 0.0676 -0.0493 0.0201 0.00
C -0.002 -4.577 2.136 0.0197 0.0870 -0.0081 -0.01
C -0.891 -3.624 1.665 -0.1541 0.1027 -0.0981 0.00
C -0.478 -2.312 1.532 0.5706 -0.2891 0.2730 0.00
O -1.239 -1.268 1.018 -0.0786 -0.1074 -0.0448 0.04
C -2.511 -1.541 0.461 -0.8120 0.0021 -0.4607 0.01
C -2.774 -1.046 -0.805 0.3969 -0.0143 0.2460 0.01
C -3.998 -1.275 -1.400 0.0086 0.0392 -0.0092 0.00
C -4.967 -2.003 -0.729 0.0069 -0.0327 -0.0593 0.00
C -4.714 -2.460 0.553 -0.0001 0.0356 -0.0852 0.00
C -3.492 -2.217 1.160 0.2492 0.1507 0.3193 0.00
H 3.805 -0.970 4.483 0.0529 -0.0162 -0.0567 0.00
H 2.160 -1.598 4.361 0.0207 -0.0355 0.0545 0.00
H 2.435 0.039 4.932 -0.0031 0.0858 -0.0510 0.00
H 4.902 0.226 1.328 0.0004 0.0469 0.0422 0.00
H 3.725 -0.550 0.261 -0.0346 0.0262 -0.0104 0.00
H 4.524 -1.480 1.518 -0.0090 -0.0415 -0.0131 0.00
H 3.519 2.031 3.539 0.0473 -0.1380 0.0457 0.00
H 1.896 2.337 2.959 -0.0342 0.0197 0.0828 0.00
H 3.262 2.345 1.830 0.0780 0.0026 0.0048 0.00
H 2.771 -2.682 2.385 -0.0003 0.0071 0.1021 0.00
H 2.013 -4.975 2.753 0.0110 -0.0083 -0.0262 0.00
H -0.335 -5.599 2.249 -0.0075 -0.0166 -0.0182 0.00
H -1.878 -3.925 1.358 -0.0248 0.0266 0.0260 0.00
H -2.011 -0.475 -1.319 -0.0437 -0.0128 -0.1042 0.00
H -4.183 -0.874 -2.388 -0.0437 -0.0221 -0.0031 0.00
H -5.923 -2.197 -1.197 -0.0156 0.0297 0.0185 0.00
H -5.486 -2.980 1.103 0.0201 0.0177 0.0535 0.00
H -3.332 -2.489 2.193 0.0005 -0.0148 0.0063 0.00
Cl -1.494 2.456 -0.999 -0.2688 -0.1229 -0.4862 0.01
C -1.502 2.908 0.674 0.1041 -0.4272 0.4561 0.03
C -0.895 1.976 1.510 -0.7425 0.9061 0.5535 -0.02
C -0.931 2.282 2.876 0.0502 -0.3144 -0.3763 0.03
Cl -0.297 1.136 3.994 0.0280 -0.0404 0.2890 0.01
C -1.513 3.451 3.358 0.0306 0.0154 -0.1154 -0.01
Cl -1.547 3.773 5.038 -0.0082 0.0209 0.1226 -0.01
C -2.093 4.356 2.469 0.0527 -0.1926 -0.1024 0.04
Cl -2.844 5.776 3.049 -0.0285 0.1139 0.0364 0.01
C -2.096 4.076 1.102 -0.0296 0.1222 0.0722 -0.01
Cl -2.819 5.156 -0.013 -0.0446 0.0214 -0.1126 -0.01
F -3.715 1.157 0.829 -0.0351 0.0555 0.0206 0.00
B -3.940 0.863 2.202 0.1913 -0.0590 -0.1043 0.00
F -4.081 2.058 2.909 0.0661 0.1539 0.0966 0.00
F -2.781 0.165 2.678 -0.3553 0.0919 0.0837 0.00
F -5.062 0.062 2.340 -0.1171 -0.1068 0.0620 0.00